Entry 1:
6
Properties=species:S:1:pos:R:3:forces:R:3:nbo_charge:R:1 method="wB97M-V/def2-TZVPD" e_above_lowest_kcal_mol=100.95 gap_ha="0.309 / 0.269" e_tot_ev=-18924.0248
I -1.7428 -1.6381 -1.0044 -0.05 -0.32 -0.36 0.367
H 1.9137 1.5310 0.4420 1.03 -0.13 0.76 -0.068
P 0.8013 1.6054 -0.3443 -1.28 0.47 -0.51 0.155
H 1.0222 0.3431 -0.8856 0.16 -0.47 -0.24 -0.063
N -1.2643 -0.6156 0.6038 -0.52 1.27 -0.15 -0.706
H -0.7300 -1.2258 1.1884 0.65 -0.80 0.50 0.316

Entry 2:
8
Properties=species:S:1:pos:R:3:forces:R:3:nbo_charge:R:1 method="wB97M-V/def2-TZVPD" e_above_lowest_kcal_mol=8.20 charge=+1 gap_ha=0.355 e_tot_ev=-23575.3174
H 2.0717 -0.3919 0.3753 0.63 0.23 0.47 0.567
O -0.3934 0.5374 1.3323 2.47 -3.48 -2.54 -0.904
O -0.8619 -0.3232 -1.1062 -2.48 0.99 -0.55 -0.977
I 0.6259 2.6092 -1.2081 -0.51 -1.80 0.95 0.066
P 0.0794 0.3690 -0.1873 0.83 3.91 1.98 2.157
H -0.7117 -1.1584 -1.4875 0.30 -2.04 -0.85 0.565
O 1.2468 -0.5619 -0.0681 1.55 -1.69 -0.53 -0.990
H -0.8893 1.2777 1.4319 -2.79 3.87 1.08 0.516

Entry 3:
8
Properties=species:S:1:pos:R:3:forces:R:3:nbo_charge:R:1 method="wB97M-V/def2-TZVPD" e_above_lowest_kcal_mol=14.79 charge=+1 gap_ha=0.399 e_tot_ev=-23575.0316
P -0.2163 -0.1501 -0.2259 0.28 6.48 2.10 2.087
H 0.4016 2.1615 0.3761 0.02 -1.87 -0.90 0.555
O 0.6897 1.3363 -0.1326 -2.18 -2.06 -0.33 -0.983
O 0.1969 -0.8789 -1.4768 1.72 -0.68 -0.73 -0.930
I -2.4979 0.1025 -0.0962 -0.48 0.19 -0.36 0.142
H 0.0109 -0.6998 1.9689 0.11 0.06 -0.96 0.584
H 1.1749 -1.0194 -1.4376 -0.33 -0.26 -0.73 0.555
O 0.2402 -0.8521 1.0242 0.86 -1.86 1.93 -1.010

Entry 4:
7
Properties=species:S:1:pos:R:3:forces:R:3:nbo_charge:R:1 method="wB97M-V/def2-TZVPD" e_above_lowest_kcal_mol=128.32 charge=+1 gap_ha="0.173 / 0.175" e_tot_ev=-11347.6753 multiplicity=2 s2=0.75
In -18.7855 -10.6809 3.5755 -1.23 2.07 -0.14 1.402
H -16.0259 -13.2891 2.9590 0.07 0.05 0.05 0.474
O -20.0414 -9.4672 1.2859 1.04 -1.09 2.01 -0.657
H -20.7950 -9.1385 1.8137 -0.03 0.03 -0.21 0.441
H -20.0091 -8.4100 5.4613 0.06 -0.06 0.00 0.447
O -19.4335 -9.0826 5.8746 0.56 -1.34 -1.78 -0.662
O -16.8273 -12.7321 3.0034 -0.47 0.34 0.06 -0.446